Computed, not measured: the ion C3H3N2S with charge -1 in a non-equilibrium geometry, with ωB97M-V/def2-TZVPD.

strongest force on any atom: 0.0779 Eh/bohr
E: -623.72418 a.u.
relative energy (zero: lowest compared OMol25 entry of this formula, charge and spin): 31.3 kcal/mol
multiplicity: 3
charge: -1
frontier orbital gap (alpha / beta): 0.2530 / 0.2294 Eh

Geometry as XYZ:
```
9
Properties=species:S:1:pos:R:3:lowdin_charge:R:1
C -0.2372 -0.6964 -0.3361 -0.173
C 0.6532 -1.1199 0.7282 -0.420
C -0.4064 0.6266 -0.6246 -0.478
N 1.2763 -0.3896 1.5288 0.101
N -0.0930 1.4982 0.2307 -0.559
S -0.1666 3.1172 -0.0652 0.273
H -0.9012 -1.5254 -0.8545 0.099
H 0.7903 -2.2716 0.9242 0.097
H -0.9153 0.7610 -1.5315 0.059
```

Computed, not measured: an isolated molecule of C7H12 in a non-equilibrium geometry, with ωB97M-V/def2-TZVPD.

strongest force on any atom: 0.0381 Eh/bohr
E: -273.85695 a.u.
relative energy (zero: lowest compared OMol25 entry of this formula, charge and spin): 32.4 kcal/mol
frontier orbital gap: 0.3464 Eh
SMILES: C=C/C(=C/C)CC

Geometry as XYZ:
```
19
Properties=species:S:1:pos:R:3:lowdin_charge:R:1
C 0.0743 -0.3864 2.5281 0.014
C -0.5659 0.3151 1.5991 -0.152
C -0.6043 0.0207 0.1556 -0.281
C -1.2907 0.8813 -0.6143 -0.106
C -1.0007 1.2116 -2.0680 -0.076
C 0.2816 -1.0594 -0.4257 -0.205
C 1.7987 -0.8801 -0.1571 -0.085
H 0.6201 -1.2941 2.2861 0.055
H 0.1110 -0.1405 3.5619 0.044
H -0.9555 1.2888 1.8841 0.101
H -1.9682 1.5699 -0.1197 0.099
H -0.1354 0.6249 -2.3517 0.057
H -0.8876 2.2895 -2.1184 0.074
H -1.8644 0.9201 -2.6707 0.074
H -0.0532 -1.9994 0.0144 0.110
H 0.0529 -1.0979 -1.4856 0.087
H 1.8163 -0.0180 0.5094 0.060
H 2.3665 -0.6243 -1.0445 0.069
H 2.2046 -1.6217 0.5170 0.062
```

Computed, not measured: a structure of composition C19H15BrNa, with ωB97M-V/def2-TZVPD.

strongest force on any atom: 0.0165 Eh/bohr
E: -3469.11828 a.u.
charge: +1
frontier orbital gap: 0.1808 Eh

Geometry as XYZ:
```
36
Properties=species:S:1:pos:R:3:lowdin_charge:R:1
C -2.2687 -0.0181 -0.8350 0.000
C -3.4793 0.6323 -1.0319 -0.036
C -3.7182 1.8790 -0.4405 -0.030
C -2.7042 2.5070 0.2854 -0.045
C -1.4858 1.8603 0.5013 -0.039
C -1.2166 0.6267 -0.1461 -0.191
C 0.1112 0.0433 -0.0140 0.004
C 1.2966 0.8811 -0.0358 -0.184
C 1.4875 1.9090 -0.9966 0.014
C 2.7712 2.4110 -1.2192 -0.043
C 3.8272 2.0647 -0.3706 -0.031
C 3.5841 1.2471 0.7347 -0.038
C 2.3445 0.6371 0.8866 -0.001
Br -0.8840 -0.1277 4.3232 -0.284
C 0.2574 -1.3853 0.0882 -0.159
C 1.3799 -2.0535 -0.4685 0.037
C 1.2159 -3.3778 -0.8661 -0.029
C 0.0983 -4.1133 -0.4421 -0.015
C -0.8216 -3.5258 0.4254 -0.034
C -0.7663 -2.1647 0.6711 -0.009
H -2.1136 -1.0142 -1.2580 0.134
H -4.2483 0.1786 -1.6615 0.126
H -4.6863 2.3796 -0.5565 0.129
H -2.7903 3.5367 0.6270 0.128
H -0.7269 2.2736 1.1739 0.143
H 0.6315 2.2292 -1.5932 0.128
H 2.9463 3.0616 -2.0779 0.119
H 4.8265 2.4449 -0.5599 0.121
H 4.3798 1.0358 1.4562 0.125
H 2.1479 -0.0199 1.7390 0.137
H 2.3125 -1.5270 -0.6460 0.129
H 1.9563 -3.8428 -1.5274 0.125
H -0.0480 -5.1367 -0.7879 0.126
H -1.6172 -4.1193 0.8804 0.127
H -1.4980 -1.6919 1.3474 0.094
Na -2.5016 0.2794 2.3951 0.222
```

Computed, not measured: a structure of composition C22H25NdO4 in a non-equilibrium geometry, with ωB97M-V/def2-TZVPD.

strongest force on any atom: 0.0376 Eh/bohr
E: -1715.67893 a.u.
multiplicity: 4
charge: -2
frontier orbital gap (alpha / beta): 0.0767 / 0.0768 Eh

Geometry as XYZ:
```
52
Properties=species:S:1:pos:R:3:lowdin_charge:R:1
Nd 0.2639 0.3283 0.4472 1.820
C 1.3740 0.5612 2.8829 -0.267
C 2.4534 0.8340 1.9911 -0.252
C 2.1969 2.0863 1.3586 -0.226
H 3.3385 0.2092 1.8477 0.090
C 0.9575 2.5897 1.8559 -0.214
C 0.4507 1.6498 2.8065 -0.241
H -0.4525 1.7636 3.4082 0.089
H 1.2814 -0.3034 3.5396 0.086
H 2.8397 2.5864 0.6319 0.091
H 0.5156 3.5608 1.6180 0.093
C -1.7585 -1.4941 0.7775 -0.247
C -1.8246 -0.5944 1.8814 -0.254
C -2.2755 0.6738 1.3892 -0.228
H -1.6036 -0.8332 2.9180 0.089
C -2.4994 0.5466 -0.0145 -0.188
C -2.1727 -0.7874 -0.3931 -0.212
H -2.2685 -1.2033 -1.3972 0.092
H -1.5428 -2.5619 0.8297 0.093
H -2.5039 1.5613 1.9837 0.094
H -2.9263 1.3151 -0.6602 0.090
O 0.0800 1.8737 -1.0941 -0.455
C -2.0286 3.9714 -1.9447 -0.485
C -0.8414 3.5556 -2.6892 -0.286
C -1.8797 4.8643 -0.7943 -0.195
C -3.3663 3.5647 -2.4113 -0.216
C -0.3608 2.1000 -2.3949 -0.375
H -0.0010 4.2443 -2.5103 0.082
H -1.0697 3.5650 -3.7654 0.056
H -1.2111 1.4214 -2.6190 0.087
H 0.4571 1.8508 -3.0994 0.074
H -1.7927 5.9276 -1.0865 0.011
H -0.9763 4.6103 -0.2165 0.048
H -2.7498 4.7912 -0.1265 0.048
H -3.7782 4.2292 -3.1933 0.003
H -4.0826 3.5927 -1.5757 0.048
H -3.3729 2.5459 -2.8289 0.046
O 0.8390 -3.9813 -1.5762 0.043
C 1.6639 -4.5821 -0.7063 -0.265
C 2.0237 -5.9330 -0.9127 -0.030
C 2.8427 -6.5732 0.0038 -0.119
C 3.3051 -5.8911 1.1340 -0.122
C 2.9510 -4.5600 1.3491 -0.033
C 2.1711 -3.8716 0.4212 -0.066
C 1.6503 -2.4874 0.6685 -0.541
O 1.6030 -2.0187 1.8284 -0.020
O 1.1905 -1.8059 -0.3646 -0.201
H 0.8753 -3.0029 -1.3155 0.067
H 1.6637 -6.4464 -1.8081 0.108
H 3.1356 -7.6099 -0.1610 0.091
H 3.9402 -6.4096 1.8493 0.084
H 3.2757 -4.0235 2.2380 0.114
```

Computed, not measured: a structure of composition C15H24LiO11S in a non-equilibrium geometry, with ωB97M-V/def2-TZVPD.

strongest force on any atom: 0.2474 Eh/bohr
E: -1819.22834 a.u.
relative energy (zero: lowest compared OMol25 entry of this formula, charge and spin): 33.5 kcal/mol
charge: -1
frontier orbital gap: 0.2107 Eh

Geometry as XYZ:
```
52
Properties=species:S:1:pos:R:3:lowdin_charge:R:1
Li 0.6616 0.7182 -0.3469 0.641
S 2.4366 -0.7938 -2.5469 0.157
O 3.5846 0.1002 -2.5069 -0.394
O 1.5766 -0.5298 -3.6319 -0.352
O 2.9386 -2.1898 -2.3879 -0.398
O 1.5566 -0.6108 -1.4169 -0.475
C 0.0716 2.6192 -3.8479 -0.117
O -0.1994 1.4082 -3.0879 -0.153
H 1.0606 2.8782 -3.6929 0.052
H -0.5884 3.2902 -3.7139 -0.008
H 0.0806 2.5462 -4.9939 0.106
H 0.3846 0.6652 -3.3799 0.023
C 3.1526 0.5212 1.2291 -0.106
O 1.7456 0.2722 1.3021 -0.238
H 3.4416 -0.3208 1.7581 0.069
H 3.4556 1.3772 1.8241 0.086
H 3.6476 0.6012 0.4221 0.015
H 1.5316 -0.3468 2.2011 0.205
C 0.9966 4.1312 -0.3709 -0.141
O 1.4196 2.8042 -0.5819 -0.064
H 1.2626 4.5832 0.6141 0.069
H -0.1314 4.4572 -0.5999 0.114
H 1.8596 4.7342 -0.9519 0.127
H 1.8276 2.8312 -1.2949 -0.062
C 0.8606 -4.3878 1.4811 -0.017
C -0.2634 -5.1608 1.6781 -0.043
C -1.3784 -5.0678 0.7371 -0.332
C -1.4584 -4.0678 -0.1949 -0.007
C -0.3844 -3.0658 -0.1289 0.026
C 0.8226 -3.2778 0.5671 -0.425
O 1.7786 -2.5108 0.3971 0.091
O -2.3674 -6.0308 0.9471 -0.043
H 1.9336 -4.5958 2.0381 0.160
H -0.4274 -5.7788 2.4971 0.075
H -2.2804 -3.9958 -0.7039 0.038
H -0.4734 -2.1578 -0.7639 0.108
H 1.7516 -1.7668 -0.2109 0.035
H -3.2524 -5.7638 0.4811 0.142
C -2.2644 2.3842 0.3371 -0.037
C -2.7994 2.9562 1.4841 0.000
C -2.7554 2.1942 2.7051 -0.327
C -2.2794 0.8612 2.7041 -0.004
C -1.7614 0.3492 1.4761 -0.003
C -1.7984 1.1002 0.3361 -0.364
O -1.3964 0.4232 -0.8009 -0.016
O -3.3484 2.7422 3.7781 0.024
H -2.2954 2.8982 -0.6599 0.142
H -3.1254 4.0362 1.4521 0.130
H -2.2664 0.2762 3.5651 0.084
H -1.3834 -0.7298 1.7241 0.161
H -1.9774 0.2112 -1.5089 0.107
H -3.1834 2.1782 4.5901 0.138
```

Computed, not measured: the ion CH4O2P with charge -1 in a non-equilibrium geometry, with ωB97M-V/def2-TZVPD.

strongest force on any atom: 0.1097 Eh/bohr
E: -532.36115 a.u.
relative energy (zero: lowest compared OMol25 entry of this formula, charge and spin): 43.0 kcal/mol
charge: -1
frontier orbital gap: 0.2775 Eh
SMILES: CP([O-])O

Geometry as XYZ:
```
8
Properties=species:S:1:pos:R:3:lowdin_charge:R:1
C -0.7009 -0.7844 0.0818 -0.320
P 0.5338 0.2888 -0.9713 0.626
O -0.2157 1.8867 -0.9055 -0.764
O 1.6139 0.3558 0.4035 -0.425
H -0.8337 -0.3177 0.9823 -0.030
H -0.4610 -1.8878 0.2085 0.032
H -1.6224 -0.8129 -0.2952 -0.061
H 1.6860 1.2714 0.4958 -0.058
```

Computed, not measured: an isolated molecule of Br3H3Si2 in a non-equilibrium geometry, with ωB97M-V/def2-TZVPD.

strongest force on any atom: 0.0604 Eh/bohr
E: -8302.91484 a.u.
relative energy (zero: lowest compared OMol25 entry of this formula, charge and spin): 14.3 kcal/mol
frontier orbital gap: 0.3375 Eh
SMILES: Br[SiH2][SiH](Br)Br

Geometry as XYZ:
```
8
Properties=species:S:1:pos:R:3:lowdin_charge:R:1
Br 2.7371 1.4107 -0.1158 -0.073
Si 0.9830 -0.4931 0.5021 0.324
Si -0.9894 0.1458 -0.5472 -0.441
Br -1.6774 2.1875 0.0064 0.260
Br -2.5706 -1.2563 0.2047 0.232
H 1.6093 -1.7023 -0.0111 -0.109
H 1.0039 -0.3771 1.9544 -0.100
H -1.0959 0.0848 -1.9934 -0.093
```

Computed, not measured: a cluster of 12 separate species, C13H50N6O12 in total in a non-equilibrium geometry, with ωB97M-V/def2-TZVPD.

strongest force on any atom: 0.2024 Eh/bohr
E: -1756.44496 a.u.
relative energy (zero: lowest compared OMol25 entry of this formula, charge and spin): 66.5 kcal/mol
frontier orbital gap: 0.3039 Eh
SMILES: NC(N)=O.NC(N)=O.NC(N)=O.CCO.CO.CO.CO.CO.CO.CO.CO.CO

Geometry as XYZ:
```
81
Properties=species:S:1:pos:R:3:lowdin_charge:R:1
N 1.4162 -2.0030 1.1733 0.159
C 1.0482 -2.4120 2.3343 -0.612
N 0.4082 -3.4790 2.2793 0.205
O 1.5312 -1.9200 3.5773 -0.126
H 2.2242 -1.3950 1.0343 0.053
H 1.1982 -2.4970 0.2943 0.091
H 0.0372 -3.8090 3.2223 0.184
H 0.2912 -4.0170 1.4843 0.096
N 3.7882 0.5810 -4.4327 0.193
C 3.7042 0.9280 -3.2087 -0.555
N 2.5632 1.2460 -2.6707 0.135
O 4.8672 0.8860 -2.3257 -0.174
H 4.7612 0.4220 -4.8487 0.182
H 3.1182 0.6780 -5.1517 0.112
H 2.3582 1.3030 -1.6647 0.083
H 1.7492 1.6060 -3.2377 0.166
N 3.8082 -0.6550 1.0083 0.103
C 3.4102 0.6140 1.0983 -0.592
N 3.5202 1.3960 0.0753 0.170
O 2.8292 1.0210 2.3083 -0.115
H 4.0462 -1.2290 1.8683 0.164
H 3.6922 -1.2070 0.1033 0.149
H 3.2592 2.3670 0.0423 0.074
H 4.1052 1.0910 -0.6877 0.049
C 0.2592 1.0870 -0.1357 -0.096
C -0.6098 0.6940 1.0273 -0.299
O -0.9218 -0.6160 0.7793 -0.116
H 0.5372 2.1360 -0.0457 0.072
H -0.3138 1.0760 -1.0857 0.065
H 1.1082 0.4160 -0.1737 0.051
H -1.4798 1.3770 0.8893 0.122
H -0.0238 0.9040 1.9133 0.120
H -0.2128 -1.2900 0.8743 0.055
C -3.7318 1.2740 2.5943 -0.148
O -3.6008 0.1150 1.7613 -0.134
H -2.9438 1.3240 3.3853 0.083
H -4.6618 1.1250 3.1183 0.069
H -3.7298 2.2680 2.0993 0.072
H -2.6968 -0.1990 1.7533 0.017
C -2.8388 -3.1590 1.9363 -0.189
O -3.0348 -4.4800 2.2883 -0.103
H -1.9668 -3.0350 1.3053 0.030
H -2.7488 -2.6000 2.9003 0.083
H -3.6438 -2.8120 1.2523 0.097
H -2.8158 -4.9590 1.4853 0.072
C -2.4108 4.0700 -0.6647 -0.134
O -2.1018 5.0050 -1.6747 -0.093
H -1.5638 3.8040 -0.0897 0.057
H -2.7348 3.2350 -1.2177 0.055
H -3.1498 4.4790 -0.0377 0.076
H -1.7968 4.5340 -2.4157 0.041
C -3.5988 0.1350 -1.5417 -0.148
O -2.9398 -1.0120 -1.0277 -0.143
H -4.1818 -0.0870 -2.4687 0.085
H -2.8308 0.9370 -1.5857 0.060
H -4.3918 0.4240 -0.7877 0.085
H -2.1278 -0.7440 -0.6227 -0.002
C -1.7418 -1.1260 4.8833 -0.128
O -0.8108 -0.3490 4.0533 -0.145
H -1.5308 -2.1620 4.8603 0.041
H -2.7818 -0.8630 4.4943 0.086
H -1.6268 -0.8670 5.9793 0.088
H 0.0052 -0.8320 3.9973 -0.002
C -0.0168 -0.6700 -3.2577 -0.155
O 1.1702 -0.7480 -4.0467 -0.131
H 0.2962 -0.6210 -2.1667 0.076
H -0.7208 -1.4050 -3.6827 0.091
H -0.5778 0.2940 -3.4377 0.085
H 1.7702 -0.1880 -3.6037 -0.039
C 3.4822 4.0590 -1.6487 -0.109
O 2.4972 3.9080 -0.5977 -0.136
H 4.4512 3.6890 -1.4767 0.071
H 3.6132 5.0900 -2.0457 0.099
H 3.0552 3.4490 -2.4027 0.035
H 1.6232 4.2330 -0.8257 0.085
C -0.6748 -3.3690 -1.3567 -0.137
O 0.6632 -3.0330 -1.2977 -0.109
H -1.0678 -2.7910 -0.5847 0.026
H -0.9908 -4.3490 -1.0247 0.091
H -1.1618 -3.0830 -2.2577 0.076
H 1.2362 -3.2090 -2.0157 0.090
```